{
  "formula": "H80O40",
  "method": "ωB97M-V with the def2-TZVPD basis set",
  "gap_ev": 9.87,
  "homo_energy_ev": -10.80,
  "de_lowest_kj_mol": 986.5,
  "species": ["H", "H", "O", "H", "H", "O", "H", "H", "O", "H", "H", "O", "H", "H", "O", "H", "O", "H", "O", "H", "H", "O", "H", "H", "O", "H", "H", "O", "H", "H", "O", "H", "O", "H", "H", "O", "H", "H", "O", "H", "H", "O", "H", "H", "O", "H", "H", "O", "H", "H", "O", "H", "O", "H", "H", "O", "H", "O", "H", "H", "O", "H", "H", "O", "H", "H", "O", "H", "H", "O", "H", "H", "O", "H", "H", "O", "H", "H", "O", "H", "H", "O", "H", "H", "O", "H", "H", "O", "H", "O", "H", "H", "O", "H", "H", "H", "H", "H", "H", "O", "H", "H", "O", "H", "H", "O", "H", "H", "O", "H", "H", "O", "H", "H", "O", "H", "H", "O", "H", "H"],
  "xyz": [[2.972, 3.696, -2.833], [1.671, 3.684, -1.939], [1.969, 3.815, -2.850], [2.766, 4.466, 2.578], [4.208, 4.072, 2.737], [3.621, 4.845, 2.785], [0.145, 6.397, -1.157], [0.953, 5.504, -1.987], [0.019, 5.596, -1.663], [-0.731, 0.093, -3.829], [-1.994, -0.695, -3.056], [-1.061, -0.773, -3.497], [-4.918, 0.701, 4.301], [-4.121, -0.474, 4.663], [-5.078, -0.173, 4.655], [-2.584, -2.617, -2.472], [-3.270, -1.920, -2.608], [3.371, -3.636, -1.575], [4.313, -3.260, -1.688], [0.726, 1.097, -0.883], [0.679, 1.393, 0.470], [0.475, 1.823, -0.340], [-5.743, -1.441, 1.882], [-5.956, -2.463, 0.702], [-5.527, -2.395, 1.571], [-1.535, 1.278, -6.002], [-2.412, 0.307, -5.099], [-2.252, 1.154, -5.441], [5.105, 3.076, 0.881], [3.895, 3.173, -0.011], [4.869, 3.237, -0.031], [0.274, -3.286, 3.404], [-0.236, -3.667, 4.155], [-2.636, 2.069, -1.402], [-2.103, 0.659, -1.858], [-2.913, 1.179, -1.537], [2.365, 2.635, -4.779], [3.345, 1.550, -4.400], [3.286, 2.472, -4.574], [-2.628, -1.815, 4.032], [-1.634, -0.762, 4.704], [-2.432, -1.267, 4.781], [-1.823, -4.308, -1.621], [-2.881, -5.228, -2.363], [-2.273, -4.519, -2.518], [-0.105, -1.153, -2.307], [1.165, -0.978, -1.831], [0.261, -1.166, -1.377], [2.804, -3.659, 4.473], [3.696, -3.422, 3.066], [3.158, -3.071, 3.806], [3.130, -0.562, -1.900], [2.540, -0.522, -1.111], [0.059, 5.980, 0.952], [-0.863, 6.292, 2.123], [-0.107, 6.604, 1.666], [-2.957, -4.168, 3.445], [-2.736, -3.456, 2.772], [-4.888, 0.235, 2.454], [-4.271, 0.173, 1.250], [-4.041, 0.553, 2.106], [-2.562, 5.514, 1.680], [-2.006, 4.453, 0.801], [-1.874, 4.845, 1.653], [0.840, 4.051, 0.684], [1.986, 5.049, 0.775], [1.709, 4.273, 0.215], [0.726, 2.454, -3.370], [-0.365, 3.328, -4.082], [-0.207, 2.697, -3.363], [2.539, -2.601, -5.361], [1.232, -3.529, -4.879], [2.025, -3.378, -5.399], [-3.279, 3.769, -2.661], [-2.084, 4.785, -2.885], [-3.020, 4.576, -3.082], [-1.322, 4.392, -1.311], [-1.307, 3.186, -0.347], [-1.878, 3.766, -0.910], [-0.621, -3.757, -3.446], [-0.370, -2.418, -4.332], [-0.203, -3.306, -4.141], [0.647, -0.815, 0.449], [0.091, -0.770, 1.777], [0.935, -0.520, 1.357], [1.714, -2.573, 0.073], [0.843, -2.306, 1.324], [1.254, -3.062, 0.770], [-2.286, -5.071, 0.249], [-2.269, -6.071, 0.213], [5.235, 0.268, -2.733], [4.375, 0.933, -1.749], [4.460, 0.792, -2.666], [2.739, 0.078, -0.439], [-3.705, -2.524, -3.254], [-3.606, -3.198, 2.391], [4.187, -2.532, -1.067], [0.441, -4.301, 4.506], [-1.348, -6.292, 0.418], [-4.704, -0.690, -0.380], [-4.492, -0.110, -1.073], [-4.027, -1.339, -0.372], [4.727, -1.954, 1.527], [4.023, -1.584, 2.120], [4.865, -2.769, 1.983], [-1.237, -3.688, 0.111], [-0.366, -3.292, -0.063], [-1.719, -3.161, 0.728], [1.764, 1.159, 5.506], [1.774, 0.635, 4.678], [0.758, 1.263, 5.356], [1.491, 2.718, 3.598], [0.959, 2.015, 3.944], [2.265, 2.401, 4.218], [0.515, -0.975, 3.841], [-0.284, -1.503, 3.797], [1.122, -1.347, 4.475], [3.441, -4.966, 1.737], [3.856, -4.901, 0.891], [2.471, -5.045, 1.647]],
  "atomic_forces_ev_per_a": [[-1.894, 0.168, -0.143], [0.050, -0.007, 0.259], [2.251, 0.290, 0.600], [-0.463, -0.183, 0.248], [-0.200, 0.531, 0.124], [0.585, -0.409, -0.143], [-0.637, 0.631, 0.421], [-1.194, -0.585, -0.093], [1.507, 0.314, -0.666], [-0.846, -0.295, 0.438], [1.766, -0.356, -1.409], [-1.281, 1.119, -0.127], [-0.377, 0.617, 0.065], [-1.278, -0.036, 0.331], [1.514, -0.451, -0.156], [-0.047, 0.641, 0.632], [0.390, -1.726, -0.733], [2.156, 0.317, -0.821], [-2.875, -0.609, 0.714], [-0.130, -0.865, -1.675], [0.083, -0.182, 2.069], [-0.259, 1.079, -0.329], [0.486, -2.670, -0.856], [0.224, 0.208, 0.338], [-0.559, 2.001, 0.802], [1.820, -0.530, -1.367], [0.269, -1.872, 0.038], [-2.184, 2.377, 1.104], [0.307, 0.008, 0.267], [0.331, 0.356, -0.040], [-0.839, -0.412, -0.312], [-0.510, -0.529, 0.499], [1.824, -0.633, -0.313], [0.710, 1.332, 0.045], [-1.626, 1.723, 0.968], [1.016, -2.893, -0.983], [-0.125, 0.185, -0.126], [0.316, -1.167, 0.344], [0.207, 0.898, -0.710], [0.403, -0.636, -1.030], [0.357, 0.301, -0.376], [-0.860, 0.308, 1.430], [-1.196, -0.839, -1.548], [-0.371, -0.761, 0.393], [1.823, 1.527, 1.519], [-1.672, -0.252, 1.046], [-1.497, -0.434, 2.525], [1.699, 0.033, -2.616], [0.710, -0.757, -0.479], [-1.211, -1.164, 1.180], [-0.012, 1.721, -0.294], [0.124, 0.841, 1.174], [0.552, -2.230, -2.290], [-0.512, 0.040, 0.336], [-0.639, -0.770, 0.338], [2.200, 1.520, -0.758], [0.531, 1.240, -1.273], [-1.157, -0.568, 0.717], [0.300, 0.488, 1.284], [1.015, 0.241, -1.458], [-1.035, -0.565, -0.037], [-0.323, 0.003, 0.101], [-0.320, -0.490, -1.224], [-0.575, -0.113, 1.209], [1.681, -0.060, -1.125], [0.100, -0.883, -0.958], [-1.245, 0.899, 2.266], [-0.037, 0.708, -0.070], [0.220, -0.300, 0.250], [-0.915, -0.849, -0.251], [0.099, 1.256, 0.712], [-0.163, 0.913, 0.612], [0.660, -2.147, -1.620], [0.322, -0.568, 0.426], [-1.131, -0.551, -0.192], [0.537, 1.518, -1.059], [1.801, 1.328, -0.771], [-0.159, 0.466, -1.070], [-1.089, -2.615, 2.606], [-1.476, -0.246, 1.267], [-1.236, 1.925, 0.420], [2.103, -2.028, -1.565], [0.707, 0.898, 0.031], [0.521, 0.970, 0.701], [-1.625, -0.630, -1.504], [0.114, 0.086, 0.151], [1.689, -1.773, -1.130], [-0.863, 0.923, 0.919], [0.347, -1.972, 0.156], [-0.256, 0.886, -0.004], [1.328, -0.722, -0.366], [0.015, 0.824, 1.720], [-0.950, -0.137, -1.375], [1.121, 1.672, 1.323], [-0.530, 1.191, 0.210], [0.266, -0.221, 0.264], [0.698, 0.309, 0.272], [-1.118, 0.667, -0.215], [-0.381, 0.211, -0.063], [-1.748, -0.375, 1.749], [0.725, 1.450, -1.573], [0.886, -0.923, -0.210], [-1.407, 1.289, 0.572], [0.729, 0.000, -0.921], [0.822, -1.062, -0.006], [0.149, -0.199, -1.416], [0.075, 0.011, 0.407], [-0.369, 0.715, 0.911], [-2.888, -1.240, -0.972], [1.286, -0.450, 0.539], [1.796, 0.242, 1.886], [2.816, -0.393, 0.895], [-1.451, 0.102, -0.825], [-1.541, 1.831, -1.712], [-0.264, 1.147, -0.376], [0.087, -0.486, 0.686], [0.025, -0.763, 0.372], [-0.576, -0.220, 1.327], [0.005, -0.027, -1.057], [0.862, 0.333, -0.416]],
  "lowdin_charge": [0.0991, 0.0068, -0.1053, -0.0134, 0.0324, -0.0450, 0.0522, 0.0641, -0.0456, 0.0747, 0.0779, -0.1089, 0.0135, 0.0170, -0.0853, 0.0260, -0.0627, 0.0779, -0.0770, -0.0061, 0.0068, -0.0045, 0.0783, 0.0449, -0.0847, 0.0094, -0.0063, 0.0066, 0.0193, 0.0144, -0.0455, 0.0255, -0.0631, -0.0212, 0.0594, -0.0351, 0.0261, -0.0017, -0.0411, 0.0012, 0.0216, -0.0193, 0.0604, 0.0515, -0.0713, -0.0040, 0.0621, -0.1397, 0.0380, 0.0026, -0.0621, 0.0780, -0.0364, -0.0191, -0.0144, -0.0496, 0.1051, -0.0827, 0.0014, -0.0206, -0.0675, 0.0680, -0.0106, -0.0430, 0.0695, 0.0676, -0.0927, 0.0017, 0.0626, -0.0549, -0.0072, -0.0408, -0.0615, 0.0056, 0.0154, -0.0476, -0.0282, 0.0659, -0.0685, 0.0035, 0.0045, 0.0037, 0.0205, 0.0583, -0.0791, 0.0231, 0.0503, -0.0839, 0.0044, -0.0945, 0.0578, 0.0111, 0.0045, 0.0356, 0.0937, 0.0352, -0.0136, 0.0722, 0.0383, -0.0334, -0.0032, 0.0160, -0.0433, 0.0558, -0.0058, -0.0603, 0.0272, 0.0278, -0.0842, 0.0227, 0.0999, -0.0944, -0.0326, 0.0907, -0.0432, 0.0095, 0.0537, -0.0470, 0.0280, 0.0544]
}